{
  "formula": "C20H21AuClN4O5SeSi",
  "method": "ωB97M-V/def2-TZVPD",
  "lumo_energy_ev": [-5.5, -5.5],
  "homo_ev": [-12.058, -12.059],
  "de_lowest_kcal_mol": 0.0,
  "largest_force_ev_per_a": 1.0,
  "total_charge": 1,
  "homo_lumo_gap_ev": [6.541, 6.543],
  "symbols": ["Au", "O", "C", "O", "C", "C", "Cl", "N", "N", "C", "C", "O", "O", "C", "C", "C", "C", "C", "C", "H", "H", "H", "H", "H", "H", "C", "Si", "C", "C", "Se", "H", "H", "H", "H", "H", "H", "H", "H", "H", "N", "C", "O", "C", "C", "C", "C", "N", "C", "H", "H", "H", "H", "H", "H"],
  "xyz": [[0.938, 0.030, 0.223], [2.803, -5.452, -0.157], [1.486, -5.450, -0.268], [0.849, -6.427, -0.544], [0.793, -4.144, -0.035], [-0.588, -3.971, 0.032], [-1.831, -5.108, 0.006], [-0.852, -2.661, 0.258], [0.317, -1.988, 0.319], [1.298, -2.861, 0.178], [2.674, -2.293, 0.331], [3.643, -3.021, 0.337], [2.729, -0.998, 0.477], [-2.091, -2.023, 0.592], [-2.154, -1.298, 1.773], [-3.352, -0.693, 2.124], [-4.466, -0.826, 1.308], [-4.386, -1.559, 0.132], [-3.193, -2.162, -0.239], [3.183, -4.568, 0.040], [-1.292, -1.244, 2.426], [-3.418, -0.138, 3.051], [-5.401, -0.359, 1.586], [-5.256, -1.653, -0.505], [-3.123, -2.735, -1.153], [4.312, 2.784, -1.098], [3.808, 2.715, 0.699], [4.626, 1.378, 1.690], [3.785, 4.383, 1.536], [1.451, 2.344, 0.606], [5.315, 3.208, -1.190], [3.633, 3.413, -1.674], [4.331, 1.788, -1.542], [5.691, 1.598, 1.809], [4.536, 0.410, 1.210], [4.188, 1.311, 2.687], [4.789, 4.814, 1.520], [3.475, 4.301, 2.578], [3.122, 5.086, 1.028], [-3.594, 3.560, -0.078], [-3.876, 2.539, -0.918], [-4.994, 2.248, -1.288], [-2.707, 1.707, -1.378], [-2.785, 1.088, -2.621], [-1.745, 0.276, -3.040], [-0.676, 0.073, -2.192], [-0.620, 0.658, -0.989], [-1.604, 1.466, -0.582], [-4.359, 4.154, 0.201], [-2.658, 3.903, 0.048], [-3.664, 1.250, -3.231], [-1.755, -0.205, -4.008], [0.163, -0.549, -2.475], [-1.498, 1.904, 0.401]],
  "atomic_forces_ev_per_a": [[0.13, -0.45, -0.93], [-0.24, -0.41, -0.13], [0.14, -0.14, -0.03], [-0.03, 0.01, 0.02], [-0.13, -0.04, 0.07], [-0.04, 0.01, 0.24], [0.08, -0.02, -0.04], [0.30, 0.00, -0.36], [-0.47, -0.20, 0.15], [0.04, 0.06, -0.07], [-0.06, -0.08, -0.03], [0.13, 0.30, -0.01], [-0.10, 0.61, 0.45], [-0.01, 0.03, 0.00], [-0.04, -0.03, 0.03], [0.04, 0.03, 0.03], [0.01, 0.04, -0.07], [0.03, 0.05, -0.05], [0.02, 0.09, -0.04], [0.15, 0.20, 0.10], [0.01, 0.01, -0.02], [0.00, 0.00, -0.01], [0.00, 0.00, 0.01], [0.01, -0.02, 0.00], [0.01, 0.00, 0.00], [0.17, 0.05, 0.20], [-0.27, -0.11, -0.20], [0.02, 0.17, 0.07], [0.00, -0.08, -0.08], [0.31, -0.08, -0.01], [0.01, -0.04, 0.00], [-0.03, 0.00, 0.03], [-0.03, -0.01, 0.01], [-0.01, 0.05, -0.02], [-0.03, -0.11, -0.08], [-0.01, 0.01, -0.01], [0.01, -0.03, -0.01], [-0.02, -0.01, 0.00], [0.00, 0.00, 0.00], [0.04, 0.00, 0.06], [-0.22, -0.06, -0.03], [0.16, 0.03, 0.03], [0.04, -0.07, -0.04], [0.00, -0.01, 0.07], [-0.03, 0.03, 0.03], [0.13, 0.02, -0.11], [-0.08, 0.12, 0.75], [-0.13, 0.10, 0.00], [0.00, 0.00, 0.00], [-0.01, 0.04, -0.02], [0.00, 0.00, 0.00], [0.01, 0.00, 0.00], [-0.03, -0.03, 0.03], [0.01, -0.04, 0.01]]
}



{
  "formula": "C6H15N2O3PPt",
  "method": "ωB97M-V/def2-TZVPD",
  "multiplicity": 3,
  "lumo_energy_ev": [0.0, -0.9],
  "homo_ev": [-6.784, -8.569],
  "s2": 2.0107,
  "largest_force_ev_per_a": 0.5,
  "total_charge": 0,
  "homo_lumo_gap_ev": [6.757, 7.709],
  "symbols": ["Pt", "N", "N", "C", "O", "O", "H", "H", "H", "C", "P", "C", "C", "H", "H", "H", "H", "H", "H", "H", "H", "H", "C", "C", "O", "H", "H", "H"],
  "xyz": [[0.079, -1.194, -0.542], [2.256, -1.746, -0.278], [2.610, -1.252, 1.003], [1.599, -1.289, 2.022], [1.986, -1.243, 3.173], [0.385, -1.332, 1.609], [2.398, -2.751, -0.348], [2.822, -1.285, -0.978], [3.495, -1.587, 1.361], [-0.154, 1.990, -1.963], [-0.036, 1.122, -0.371], [-1.521, 1.650, 0.531], [1.313, 1.956, 0.529], [-0.319, 3.059, -1.826], [-0.991, 1.555, -2.510], [0.760, 1.839, -2.537], [-1.567, 2.736, 0.610], [-1.495, 1.213, 1.530], [-2.402, 1.286, 0.007], [1.101, 3.017, 0.671], [2.249, 1.848, -0.017], [1.429, 1.480, 1.503], [-2.788, -2.128, -0.189], [-1.873, -1.257, -1.026], [-2.315, -0.615, -1.957], [-3.799, -1.717, -0.183], [-2.410, -2.240, 0.827], [-2.815, -3.116, -0.654]],
  "atomic_forces_ev_per_a": [[-0.09, -0.22, -0.26], [0.07, 0.09, 0.17], [0.00, 0.01, 0.08], [0.19, -0.05, -0.08], [0.01, 0.04, -0.01], [-0.23, 0.04, -0.10], [-0.01, 0.02, -0.04], [0.01, -0.03, 0.01], [-0.05, -0.03, -0.01], [-0.03, -0.08, 0.06], [0.13, 0.43, 0.10], [0.07, -0.06, 0.02], [-0.07, -0.08, -0.04], [0.00, 0.01, 0.04], [0.00, -0.01, -0.04], [0.00, -0.02, 0.00], [0.02, 0.01, 0.00], [0.00, -0.01, -0.01], [-0.04, 0.00, -0.02], [-0.04, 0.01, -0.03], [0.00, -0.03, 0.00], [0.02, 0.01, 0.01], [0.01, 0.02, 0.06], [-0.08, -0.05, 0.01], [0.08, 0.00, 0.07], [0.00, 0.01, -0.03], [0.02, -0.01, 0.00], [0.01, -0.01, 0.02]]
}



{
  "formula": "C14H56F2NO18S2",
  "method": "ωB97M-V/def2-TZVPD",
  "lumo_energy_ev": 1.8,
  "homo_ev": -7.177,
  "de_lowest_kcal_mol": 95.0,
  "largest_force_ev_per_a": 10.1,
  "total_charge": -1,
  "homo_lumo_gap_ev": 8.977,
  "symbols": ["N", "S", "O", "O", "F", "S", "O", "O", "F", "C", "O", "H", "H", "H", "H", "C", "O", "H", "H", "H", "H", "C", "O", "H", "H", "H", "H", "C", "O", "H", "H", "H", "H", "C", "O", "H", "H", "H", "H", "C", "O", "H", "H", "H", "H", "C", "O", "H", "H", "H", "H", "C", "O", "H", "H", "H", "H", "C", "O", "H", "H", "H", "H", "C", "O", "H", "H", "H", "H", "C", "O", "H", "H", "H", "H", "C", "O", "H", "H", "H", "H", "C", "O", "H", "H", "H", "H", "C", "O", "H", "H", "H", "H"],
  "xyz": [[0.580, 0.093, 1.173], [0.762, -1.370, 1.095], [1.852, -1.896, 0.335], [-0.407, -2.206, 1.224], [1.392, -1.461, 2.565], [-0.128, 0.169, -0.321], [-1.605, -0.019, -0.316], [0.548, -0.328, -1.497], [0.037, 1.770, -0.353], [2.626, 3.801, 5.249], [1.902, 2.578, 5.200], [3.662, 3.725, 4.918], [2.123, 4.465, 4.546], [2.531, 4.329, 6.198], [1.768, 2.308, 4.288], [-0.197, -5.769, -3.532], [0.340, -7.094, -3.529], [-1.238, -5.731, -3.212], [0.363, -5.089, -2.890], [-0.295, -5.297, -4.509], [-0.257, -7.660, -4.024], [-5.604, 2.700, -4.688], [-5.334, 3.736, -5.617], [-5.043, 2.906, -3.776], [-6.667, 2.696, -4.450], [-5.375, 1.686, -5.016], [-6.044, 3.795, -6.260], [1.613, -7.880, 1.308], [2.607, -8.187, 0.314], [0.648, -8.336, 1.088], [1.998, -8.323, 2.227], [1.578, -6.820, 1.559], [2.237, -8.133, -0.571], [-6.933, -3.419, -2.396], [-6.640, -4.675, -3.022], [-7.981, -3.192, -2.594], [-6.836, -3.508, -1.314], [-6.234, -2.624, -2.656], [-6.731, -4.623, -3.977], [4.131, -6.265, 6.289], [3.115, -6.957, 6.957], [4.437, -5.400, 6.878], [4.998, -6.887, 6.065], [3.654, -5.891, 5.384], [2.228, -6.596, 6.892], [-3.459, 6.676, 2.114], [-3.175, 6.257, 3.430], [-2.540, 6.623, 1.531], [-4.130, 5.931, 1.686], [-3.981, 7.633, 2.122], [-3.097, 5.301, 3.405], [-3.671, 0.282, 4.557], [-3.002, 1.401, 4.039], [-4.605, 0.513, 5.069], [-3.837, -0.499, 3.816], [-3.077, -0.242, 5.307], [-2.225, 1.092, 3.567], [-1.634, 6.950, -4.035], [-1.418, 6.027, -5.105], [-2.147, 7.846, -4.384], [-2.285, 6.526, -3.271], [-0.706, 7.295, -3.579], [-2.214, 5.576, -5.393], [5.077, -2.827, -5.213], [6.340, -2.436, -5.763], [4.293, -2.966, -5.958], [5.075, -3.745, -4.626], [4.796, -1.975, -4.594], [6.831, -2.074, -5.021], [3.148, 4.230, -4.914], [2.968, 5.260, -5.813], [3.102, 4.613, -3.894], [2.428, 3.424, -5.056], [4.145, 3.829, -5.095], [2.063, 5.566, -5.725], [5.264, 1.675, -0.362], [4.432, 2.452, 0.493], [4.812, 1.510, -1.340], [6.216, 2.200, -0.446], [5.531, 0.698, 0.042], [3.601, 2.003, 0.662], [7.488, -0.502, 4.392], [8.361, -0.136, 5.439], [8.026, -0.418, 3.448], [7.159, -1.534, 4.516], [6.579, 0.096, 4.350], [7.958, -0.309, 6.293], [-7.718, 1.900, 1.390], [-9.013, 2.186, 0.843], [-7.630, 0.823, 1.529], [-6.858, 2.129, 0.760], [-7.731, 2.381, 2.368], [-9.720, 1.634, 1.185]],
  "atomic_forces_ev_per_a": [[-1.75, 3.83, -3.27], [2.88, -8.60, 4.51], [-0.10, 0.20, -0.69], [0.19, 0.62, -0.63], [0.09, -0.17, 0.76], [-4.55, 3.51, -1.91], [3.43, 0.43, 0.33], [-0.13, 0.60, 1.49], [-0.03, -0.35, -0.53], [-0.91, 0.49, -1.31], [0.33, -0.16, 0.96], [0.15, -0.22, 0.30], [0.21, 0.42, -0.19], [0.10, -0.70, 0.29], [0.12, 0.13, -0.07], [-0.86, 0.34, -0.11], [0.06, 0.63, 0.03], [-0.08, -0.33, 0.59], [0.24, -0.45, 0.01], [0.71, -0.22, -0.45], [-0.03, 0.04, -0.01], [-0.63, 0.09, 0.35], [0.40, -0.01, -0.16], [0.00, 0.00, -0.12], [-0.10, 0.02, 0.28], [0.36, 0.07, -0.38], [0.01, -0.14, 0.05], [1.05, -0.42, 0.22], [-0.29, 0.05, 0.33], [-0.07, 0.30, -0.06], [-0.11, -0.31, 0.02], [-0.39, 0.19, -0.58], [-0.20, 0.21, 0.05], [-0.20, -0.52, -0.07], [0.32, 0.06, 0.60], [0.06, 0.57, -0.08], [0.05, -0.50, -0.07], [-0.17, 0.07, -0.45], [-0.05, 0.33, 0.07], [-1.12, 1.24, -0.52], [-0.05, -1.72, 1.23], [0.33, 0.08, 0.03], [-0.33, -0.22, 0.12], [0.75, 0.18, -0.48], [0.42, 0.45, -0.38], [-0.19, -1.14, -0.14], [0.00, 0.23, 0.68], [-0.03, 0.68, -0.30], [-0.28, 0.18, -0.41], [0.43, 0.06, -0.01], [0.09, -0.04, 0.19], [0.37, -1.24, 0.40], [-0.38, 0.44, 0.08], [0.00, 0.55, -0.40], [-0.36, 0.18, -0.38], [0.32, 0.13, 0.33], [0.07, -0.05, -0.09], [-1.00, -0.09, -0.32], [0.93, 0.34, 0.23], [-0.04, 0.17, -0.22], [0.18, -0.16, 0.21], [0.18, -0.52, -0.27], [-0.24, 0.23, 0.37], [-0.17, 0.87, 0.39], [-0.24, -0.73, -0.28], [0.45, 0.22, -0.43], [0.45, -0.03, 0.13], [-0.65, -0.33, 0.31], [0.14, -0.01, -0.11], [0.51, -0.79, 0.69], [-0.38, 1.12, -1.11], [-0.01, -0.28, 0.27], [-0.10, -0.11, 0.13], [0.00, -0.08, 0.14], [-0.07, 0.14, -0.12], [0.02, -0.03, 0.27], [0.36, 0.02, -0.04], [0.04, 0.16, -0.12], [-0.18, 0.23, -0.22], [-0.28, -0.17, 0.27], [-0.04, -0.25, -0.15], [-0.39, -0.47, 0.05], [0.44, 0.33, 0.09], [0.00, 0.08, 0.14], [0.05, -0.22, -0.16], [0.06, 0.31, -0.01], [-0.17, -0.03, -0.12], [-1.28, -1.11, 0.90], [0.39, 0.67, -1.22], [0.07, -0.16, 0.27], [-0.56, 0.76, -0.20], [0.88, 0.06, -0.01], [0.51, -0.22, 0.27]]
}



| no. | E (eV) |
| --- | --- |
| 1 | -126713.256 |
| 2 | -28122.498 |
| 3 | -80869.164 |